{"formula": "C8H22N2O6P", "method": "wB97M-V/def2-TZVPD", "species": ["O", "C", "O", "C", "N", "P", "O", "O", "H", "H", "H", "H", "H", "H", "H", "C", "O", "C", "C", "N", "C", "C", "O", "C", "H", "H", "H", "H", "H", "H", "H", "H", "H", "H", "H", "H", "H", "H", "H"], "coordinates": [[6.963815, -0.222345, 1.057697], [6.574034, 0.872532, 1.295676], [7.375271, 1.967380, 1.361685], [5.103962, 1.097228, 1.653448], [4.192675, 0.727447, 0.502303], [2.550842, 1.682820, 0.255824], [1.825653, 1.365076, 1.629514], [3.072040, 3.193134, 0.405945], [7.250953, 2.544901, 0.591751], [4.874051, 0.409062, 2.473219], [4.887964, 2.108385, 2.001411], [4.695479, 0.680673, -0.386943], [3.868926, -0.228776, 0.677283], [2.266740, 1.608620, 2.463519], [4.020565, 3.377165, 0.357975], [-5.010379, 0.626202, -1.928308], [-4.644759, 0.413796, -0.577639], [-5.001599, -0.866510, -0.069047], [-3.765369, -1.679865, 0.239497], [-3.072808, -2.062408, -0.984162], [-1.763386, -2.664801, -0.777056], [-0.674119, -1.796213, -0.159353], [-0.255144, -0.717003, -0.981798], [-1.017692, 0.471477, -0.857621], [-4.792645, 1.666536, -2.162668], [-4.443867, -0.014476, -2.613494], [-6.078283, 0.449502, -2.082270], [-5.652727, -1.398139, -0.767775], [-5.558764, -0.709552, 0.858442], [-4.055554, -2.584362, 0.781172], [-3.134572, -1.073915, 0.906549], [-2.966352, -1.242054, -1.566975], [-1.402145, -3.003260, -1.751167], [-1.884051, -3.558329, -0.157073], [0.207694, -2.429738, -0.024574], [-0.952640, -1.427130, 0.835431], [-1.407822, 0.600052, 0.155385], [-1.844433, 0.510494, -1.569552], [-0.351553, 1.306394, -1.086249]], "forces_ev_per_a": [[-0.0085, -0.1447, -0.1005], [0.1432, 0.1536, -0.0190], [-0.1715, -0.1060, -0.2224], [-0.3184, -0.0627, 0.2178], [0.3457, -0.2097, 0.8778], [-1.2920, 0.0008, -1.2334], [0.7830, -0.1013, 0.4650], [0.7029, -0.2815, 0.3972], [0.1332, 0.0680, 0.2540], [0.0669, 0.1678, -0.1087], [0.0882, 0.0106, -0.2217], [-0.0362, 0.0515, -0.0114], [0.0522, -0.0192, -0.2588], [-0.3707, 0.1313, -0.0675], [-0.2085, 0.2918, -0.0217], [0.0018, 0.0532, 0.0683], [0.0644, -0.0603, -0.1557], [-0.0840, 0.0492, 0.2189], [0.1123, 0.0325, -0.1358], [0.0850, 0.1125, 0.1499], [-0.0991, 0.0027, -0.2032], [0.1131, -0.2021, 0.1057], [0.0366, 0.1233, 0.1280], [0.1774, 0.0270, -0.1007], [0.0059, 0.0075, 0.0187], [-0.0613, -0.0351, -0.0185], [-0.0024, -0.0126, -0.0325], [0.0539, -0.0153, -0.0550], [-0.0257, 0.0098, -0.0230], [0.0174, -0.0119, 0.0031], [-0.0706, -0.0371, 0.0983], [-0.0544, -0.0363, -0.0637], [0.0335, -0.0299, 0.0208], [-0.0054, 0.0119, 0.0359], [0.0090, 0.0197, -0.0206], [-0.0760, 0.0618, -0.0479], [-0.0594, -0.0285, -0.0064], [-0.0657, -0.0099, 0.0770], [-0.0160, 0.0178, -0.0083]], "lowdin_charge": [0.194, -0.500, 0.118, -0.073, -0.055, 0.902, -0.208, -0.221, 0.137, 0.149, 0.120, 0.145, 0.142, 0.096, 0.076, -0.113, -0.199, -0.215, -0.215, -0.048, -0.200, -0.230, -0.203, -0.109, 0.088, 0.081, 0.090, 0.125, 0.124, 0.126, 0.106, 0.073, 0.121, 0.121, 0.116, 0.109, 0.091, 0.077, 0.062], "e_tot_ha": -1220.048132, "charge": 1, "homo_energy_ev": -10.635, "e_above_lowest_kcal_mol": 63.28, "homo_lumo_gap_ev": 6.67}